Computed, not measured: C26H23N3O3PS5V as an isolated structure, with wB97M-V/def2-TZVPD.

2S+1 ... 3
Gap between HOMO and LUMO (alpha / beta) ... 6.11 / 6.20 eV
Energy relative to the best compared isomer or geometry (same formula, charge and spin) ... 22.1 kcal per mole
Charge ... -2
LUMO (alpha / beta) ... 4.261 / 4.261 eV
Calculated total energy ... -4671.12082 hartree

Each line ends with the natural charge from an NBO analysis.
Geometry (Å):
N: 0.799 4.479 -3.973  -0.42
C: -4.308 -2.843 0.467  -0.23
C: 4.012 -0.907 1.213  -0.23
H: 1.738 -1.160 2.835  0.22
H: 5.114 -1.219 3.028  0.19
C: 1.908 5.077 -4.688  -0.39
C: 1.153 -1.993 3.212  -0.14
O: 2.296 3.227 -2.848  -0.60
H: 4.092 0.751 4.166  0.19
S: 1.318 1.972 0.338  -0.24
H: -0.643 5.660 -4.878  0.19
C: 1.121 3.466 -3.048  0.79
S: 2.691 -0.519 -1.152  -0.18
C: -1.722 -3.192 -0.451  -0.19
C: -1.317 0.088 2.074  -0.84
H: -2.510 4.616 -3.615  0.21
H: -0.856 -5.016 4.495  0.19
N: -2.143 2.656 -1.884  -0.73
C: -0.484 4.869 -4.157  0.09
S: -0.844 -0.493 -2.699  -0.16
C: -1.171 3.216 -2.571  0.48
O: -1.854 0.812 -0.100  -0.78
C: 3.817 0.499 3.148  -0.27
H: -2.533 -4.703 -1.733  0.20
V: 0.874 0.821 -1.716  0.82
C: 4.387 -0.601 2.513  -0.27
S: 1.455 0.466 -4.088  -0.17
C: -4.044 -3.809 -0.494  -0.23
H: 2.485 4.300 -5.187  0.23
C: -1.970 -2.236 0.532  -0.33
C: -2.746 -3.980 -0.956  -0.22
C: -2.149 0.966 1.128  0.81
H: -0.717 -3.290 -0.846  0.23
H: 4.448 -1.761 0.707  0.21
C: -0.039 -2.334 2.571  -0.31
O: -3.018 1.707 1.603  -0.74
C: 0.889 -3.798 4.780  -0.24
H: 2.539 -2.414 4.781  0.20
C: 3.076 -0.137 0.520  -0.18
C: 2.491 0.969 1.163  -0.20
C: -0.751 -3.434 3.051  -0.22
H: -3.075 2.999 -2.038  0.38
H: -1.673 -3.729 2.566  0.22
C: -0.054 -0.345 -4.245  -0.48
S: -0.698 -0.920 -5.673  -0.27
H: -5.323 -2.685 0.816  0.19
H: 2.418 2.119 2.961  0.20
C: -3.279 -2.063 0.977  -0.15
C: -1.488 4.301 -3.474  -0.37
H: -3.507 -1.302 1.712  0.21
H: -0.504 0.705 2.469  0.26
H: -4.849 -4.410 -0.901  0.19
N: 0.092 2.791 -2.445  -0.65
H: 1.248 -4.367 5.630  0.19
H: 2.572 5.600 -4.000  0.21
H: 1.510 5.774 -5.424  0.18
H: -2.030 1.886 -1.142  0.47
P: -0.523 -1.276 1.123  0.91
H: -1.917 -0.253 2.920  0.22
C: -0.289 -4.161 4.142  -0.23
C: 1.609 -2.707 4.309  -0.24
C: 2.877 1.265 2.475  -0.19

Forces on atoms 1 to 6 (eV/Å):
N -0.025 0.031 0.029
C 0.006 0.008 0.005
C 0.019 -0.023 -0.009
H 0.000 0.003 0.015
H 0.001 -0.002 0.002
C -0.004 0.000 -0.015

***

Computed, not measured: C16H22ClCoO as an isolated structure, with wB97M-V/def2-TZVPD.

2S+1 ... 5
Gap between HOMO and LUMO (alpha / beta) ... 2.84 / 6.05 eV
Energy relative to the best compared isomer or geometry (same formula, charge and spin) ... 0.0 kcal per mole
Charge ... -2
LUMO (alpha / beta) ... 5.364 / 5.329 eV
Calculated total energy ... -2540.76572 hartree

Each line ends with the natural charge from an NBO analysis.
Geometry (Å):
H: 4.052 -1.913 -2.109  0.18
C: 1.877 1.411 0.600  -0.33
H: -3.124 1.265 -1.531  0.22
Co: -1.211 1.543 0.324  1.26
H: -1.520 -2.216 -1.291  0.06
C: -1.403 0.969 2.439  -0.36
H: -3.377 1.773 1.708  0.22
C: -2.701 -0.264 0.976  -0.32
C: 3.157 -1.646 -1.546  -0.64
H: -1.765 2.214 -2.079  0.18
H: -0.001 -0.717 2.893  0.20
H: 2.646 -3.109 1.329  0.17
C: -0.821 -0.333 2.320  -0.36
C: 1.326 1.865 -0.619  -0.33
C: 1.173 1.978 1.680  -0.29
H: -1.528 -2.152 1.227  0.19
H: 1.707 1.663 -1.617  0.20
H: 2.523 -1.148 -2.277  0.21
H: 1.115 -2.652 -2.600  0.18
C: -1.334 -1.384 -2.035  -0.10
C: 0.258 2.796 -0.305  -0.45
H: 2.100 -1.558 0.806  0.22
H: -0.137 3.543 -0.978  0.22
C: -2.411 2.034 -1.198  -0.88
C: 2.047 -2.606 0.576  -0.64
H: -3.556 -0.592 0.385  0.22
C: 2.310 -2.704 -0.897  -0.10
C: -2.596 1.027 1.626  -0.50
H: 1.029 -2.945 0.752  0.21
H: 2.810 0.814 0.689  0.19
C: 0.165 2.849 1.148  -0.46
C: -1.634 -1.088 1.420  -0.27
H: -0.832 -1.634 -3.009  0.05
C: 1.208 -3.050 -1.633  -0.44
H: -1.141 1.701 3.200  0.20
H: 3.446 -0.910 -0.803  0.20
H: -0.339 3.645 1.688  0.21
O: -1.970 -0.324 -1.925  -0.72
H: 1.428 1.846 2.721  0.19
H: 0.371 -3.447 -1.156  0.18
Cl: -3.347 3.459 -0.896  -0.18

Forces on atoms 1 to 6 (eV/Å):
H 0.247 -0.497 0.218
C 0.575 0.046 0.237
H 0.301 0.496 0.457
Co -0.385 -0.704 -1.129
H 0.427 0.350 -0.589
C -1.037 -1.172 0.869